Entry from the OMol25 dataset: a single C4H8N2OS molecule at a distorted geometry (wB97M-V/def2-TZVPD).

Calculated values
calculated total energy: -20136.5837 eV
orbital gap (alpha / beta): 0.2846 / 0.2846 Ha
strongest force on any atom: 4.78 eV/Å

Geometry as XYZ:
```
16
Properties=species:S:1:pos:R:3:forces:R:3
S 1.256 1.007 0.749 0.240 1.348 1.306
O -1.138 -0.629 -1.755 0.114 0.038 1.924
N 1.418 0.358 -0.765 -2.513 -2.335 -0.821
N -0.655 -0.746 0.585 0.382 0.471 -0.784
C 1.588 1.232 -1.920 0.998 1.222 1.129
C -0.598 -0.503 -0.702 2.827 1.002 -2.335
C -1.877 -0.860 1.236 -4.687 0.827 -0.425
C 0.486 -0.469 1.421 3.039 -0.901 -1.104
H -2.480 0.099 1.353 1.444 -0.224 0.317
H 0.256 -0.400 2.509 0.120 -0.071 -1.074
H 1.135 2.191 -1.833 -0.988 1.204 0.801
H -1.712 -1.245 2.262 -0.735 -0.570 -0.991
H -2.647 -1.260 0.463 1.281 -0.815 1.839
H 1.019 0.896 -2.800 1.237 -0.779 -0.035
H 2.690 1.622 -1.929 -1.528 -1.571 -0.948
H 1.258 -1.294 1.125 -1.231 1.154 1.200
```
Forces are in eV/Å.

Entry from the OMol25 dataset: 2 unconnected molecules or ions with the total composition C4H8N2P at a distorted geometry (wB97M-V/def2-TZVPD).

Calculated values
calculated total energy: -16535.0707 eV
net charge: +1
orbital gap (alpha / beta): 0.2705 / 0.2709 Ha
strongest force on any atom: 3.99 eV/Å

Geometry as XYZ:
```
15
Properties=species:S:1:pos:R:3:forces:R:3
P 3.190 0.424 -0.536 -0.469 0.759 1.177
N 0.351 0.649 -0.208 -0.342 0.675 -0.242
N 1.195 -1.122 0.703 0.062 0.799 0.791
C -3.325 0.225 -0.662 2.888 -1.116 1.435
C 1.491 0.059 0.192 1.721 0.852 -3.099
C -0.675 -0.100 0.236 -3.880 -0.919 -0.226
C -0.180 -1.235 0.808 -0.406 0.320 0.478
H 0.153 1.462 -0.836 1.100 -0.936 1.159
H -0.667 -1.974 1.432 0.184 -0.001 -0.464
H 2.881 1.737 -1.054 -0.121 -0.634 0.267
H 1.952 -1.676 1.070 -0.294 -0.556 0.184
H -3.375 -0.845 -0.471 -0.300 0.180 -0.412
H -3.883 0.871 -0.013 -0.088 0.436 0.068
H -2.638 0.566 -1.412 -0.522 0.210 -0.622
H 3.530 0.960 0.750 0.467 -0.068 -0.494
```
Forces are in eV/Å.

Entry from the OMol25 dataset: a single C4H8N2S molecule at a distorted geometry (wB97M-V/def2-TZVPD).

Calculated values
SMILES: C=N/N=C\CSC
calculated total energy: -18089.4091 eV
orbital gap: 0.3234 Ha
strongest force on any atom: 4.48 eV/Å

Geometry as XYZ:
```
15
Properties=species:S:1:pos:R:3:forces:R:3
S -0.365 -1.977 -0.580 -0.580 0.828 -0.093
N -0.600 1.674 0.324 -2.757 -2.804 1.343
N 0.775 1.557 0.226 1.294 0.870 1.279
C 1.288 2.648 0.696 -3.718 -0.044 -0.283
C -0.679 -0.899 0.803 2.492 2.924 2.297
C 0.908 -1.096 -1.452 2.143 -1.922 -2.456
C -1.251 0.589 0.758 0.004 0.979 -3.516
H 0.592 -0.304 -2.244 0.427 -1.452 1.605
H 1.390 -2.121 -2.051 -1.036 3.267 1.303
H 0.279 -0.812 1.489 -1.492 -0.227 -1.545
H 2.252 2.770 1.057 2.066 -0.177 -0.253
H 0.556 3.484 0.912 0.879 -0.809 -0.069
H -1.322 -1.433 1.423 -1.396 -1.032 0.979
H 1.706 -0.712 -0.755 -0.961 -0.350 -0.876
H -2.431 0.698 0.755 2.636 -0.051 0.285
```
Forces are in eV/Å.

Entry from the OMol25 dataset: a molecular structure, C4H8N2S at a distorted geometry (wB97M-V/def2-TZVPD).

Calculated values
calculated total energy: -18089.2045 eV
orbital gap: 0.2946 Ha
strongest force on any atom: 3.38 eV/Å

Geometry as XYZ:
```
15
Properties=species:S:1:pos:R:3:forces:R:3
S 2.387 0.257 -0.626 -2.093 0.813 -0.230
N -1.178 0.231 -0.557 0.720 1.311 -1.021
N -1.295 -2.156 -1.082 -0.309 -1.844 -0.826
C -1.299 -1.021 -0.970 1.205 0.597 1.353
C -2.573 0.854 -0.499 1.793 0.830 -0.456
C 0.079 0.663 0.019 1.562 -2.631 1.430
C 2.849 -0.676 0.842 0.990 0.188 0.757
H 3.246 -1.623 0.430 0.090 0.437 0.648
H 0.468 -0.048 0.845 -1.291 1.451 -1.183
H -2.450 1.989 -0.590 -0.478 -1.647 0.630
H -2.930 0.413 0.455 -0.644 1.012 -0.702
H 3.631 -0.133 1.559 -1.835 -1.149 -1.625
H -3.109 0.491 -1.416 0.347 0.321 1.139
H 0.249 1.710 0.204 -0.599 0.156 -0.036
H 1.925 -0.950 1.386 0.542 0.155 0.122
```
Forces are in eV/Å.

Entry from the OMol25 dataset: a molecular structure, C4H8N2S at a distorted geometry (wB97M-V/def2-TZVPD).

Calculated values
calculated total energy: -18092.3021 eV
orbital gap: 0.3333 Ha
strongest force on any atom: 2.93 eV/Å

Geometry as XYZ:
```
15
Properties=species:S:1:pos:R:3:forces:R:3
S 0.546 0.219 -1.982 -0.166 0.017 0.945
N -1.987 -0.651 0.400 -0.634 -0.513 0.844
N 1.537 -0.589 0.416 0.051 -1.147 0.621
C 0.681 0.106 -0.335 0.657 0.597 -1.855
C -1.523 0.645 0.845 0.425 -0.029 -0.406
C 0.687 -0.428 1.636 1.191 -1.648 1.399
C 0.012 0.651 0.894 -2.087 1.976 -0.595
H -1.769 -0.882 -0.551 -0.227 0.112 -0.365
H -2.948 -0.886 0.683 0.868 0.311 -0.543
H -0.003 -1.292 1.801 0.675 0.593 -0.098
H 1.236 -0.150 2.554 -0.215 -0.261 -0.454
H -1.838 1.488 0.212 -0.059 -0.110 0.129
H 0.420 1.650 1.134 -0.296 -0.361 -0.132
H -1.910 0.776 1.844 -0.117 0.338 0.357
H 2.086 -1.376 0.083 -0.067 0.125 0.153
```
Forces are in eV/Å.

Entry from the OMol25 dataset: a single C4H8N2S molecule at a distorted geometry (wB97M-V/def2-TZVPD).

Calculated values
SMILES: C=CNC(=S)CN
calculated total energy: -18092.1896 eV
orbital gap: 0.3176 Ha
strongest force on any atom: 2.45 eV/Å

Geometry as XYZ:
```
15
Properties=species:S:1:pos:R:3:forces:R:3
S -2.515 -0.406 -1.733 0.353 0.038 0.243
N -0.097 -1.427 1.055 1.445 0.722 -0.335
N 0.006 0.208 -1.394 0.033 -0.106 -0.725
C -1.142 -0.496 0.680 -0.758 -0.814 -0.888
C 1.235 0.633 -0.850 -0.243 0.495 0.575
C -1.154 -0.203 -0.820 0.086 0.111 0.064
C 1.426 1.294 0.305 -1.533 -1.117 -1.548
H -1.174 0.423 1.214 0.241 1.105 0.548
H -2.127 -0.935 0.869 0.325 -0.164 -0.006
H 0.607 1.567 0.952 0.082 0.057 0.087
H 2.063 0.431 -1.528 -0.084 0.036 0.228
H 2.408 1.533 0.545 1.503 0.516 0.614
H -0.035 0.214 -2.420 -0.020 -0.001 0.722
H 0.822 -0.966 1.213 -1.068 -0.361 -0.342
H -0.322 -1.871 1.912 -0.363 -0.518 0.762
```
Forces are in eV/Å.

Entry from the OMol25 dataset: a single C4H8N2S molecule at a distorted geometry (wB97M-V/def2-TZVPD).

Calculated values
SMILES: NCC(=S)N1CC1
calculated total energy: -18091.4344 eV
orbital gap: 0.3276 Ha
strongest force on any atom: 1.84 eV/Å

Geometry as XYZ:
```
15
Properties=species:S:1:pos:R:3:forces:R:3
S 1.826 -1.855 -0.076 -0.052 -0.184 -0.233
N 0.630 0.442 -0.580 -0.287 -0.381 0.731
N -1.967 -0.507 -0.294 -1.136 -0.458 1.375
C 0.349 1.548 0.343 0.037 -0.123 0.229
C 1.722 1.287 -0.210 -0.102 0.657 -0.359
C 0.520 -0.888 -0.239 0.649 0.589 0.077
C -0.849 -1.344 0.133 -0.814 -0.924 1.203
H -1.009 -2.432 -0.062 0.516 0.694 -0.185
H -2.837 -0.871 0.185 1.360 0.674 -0.814
H -0.250 2.359 -0.084 0.098 -0.396 0.444
H 2.080 1.898 -1.036 0.070 -0.011 0.293
H 2.461 0.963 0.508 0.115 -0.417 -0.144
H -2.135 -0.586 -1.279 0.027 -0.088 -0.502
H 0.247 1.296 1.435 -0.194 0.277 -1.340
H -0.789 -1.309 1.256 -0.285 0.090 -0.777
```
Forces are in eV/Å.

Entry from the OMol25 dataset: a single C4H8N2S molecule at a distorted geometry (wB97M-V/def2-TZVPD).

Calculated values
SMILES: [H]/N=C(/C)N(C)C=S
calculated total energy: -18090.2190 eV
orbital gap: 0.3130 Ha
strongest force on any atom: 7.92 eV/Å

Geometry as XYZ:
```
15
Properties=species:S:1:pos:R:3:forces:R:3
S 2.349 -0.375 -0.101 0.727 -2.647 0.118
N -0.137 0.315 0.002 -0.777 -2.989 0.341
N -2.315 0.985 -0.263 -0.492 0.236 -1.152
C 0.527 1.581 0.254 1.435 -3.452 6.982
C -1.604 -0.035 -0.018 1.828 4.404 0.846
C 0.716 -0.693 -0.029 1.448 -1.006 -1.498
C -2.115 -1.423 0.211 4.898 -0.229 -0.382
H 1.655 1.388 0.340 -1.911 0.733 -1.305
H -3.150 -1.386 0.365 -1.231 -0.347 0.491
H 0.396 1.748 1.400 -0.543 0.519 -1.844
H 0.289 -1.716 -0.230 0.682 1.175 0.483
H -1.834 -1.715 -0.811 -0.843 -1.112 -0.037
H -1.340 -2.056 0.862 -2.476 1.372 -0.850
H -1.759 1.802 -0.669 -0.927 -1.460 1.236
H 0.164 2.253 -0.329 -1.819 4.804 -3.430
```
Forces are in eV/Å.